82
Properties=species:S:1:pos:R:3:forces:R:3:mulliken_charge:R:1 method="wB97M-V/def2-TZVPD" homo_ev=-13.06 gap_ev=1.4 total_charge=+2 e_above_lowest_kcal_mol=308.8
Y -5.459 5.019 2.005 0.852 -0.008 -0.216 1.52
C -1.452 1.480 2.734 -3.008 1.587 -3.565 0.08
O -0.994 1.234 1.359 -1.600 0.039 3.113 -0.24
O -2.545 2.387 2.642 3.262 -2.556 1.204 -0.40
C -1.649 0.093 3.555 1.019 -2.269 -0.909 0.77
F -2.385 -0.849 2.955 -0.682 1.284 -0.189 -0.22
F -0.451 -0.503 3.664 0.913 0.738 -0.535 -0.24
F -2.033 0.267 4.777 -1.204 1.137 0.730 -0.21
C 0.354 1.099 1.054 2.208 -0.348 -0.425 -0.21
C 0.560 -0.125 0.181 -1.112 0.643 0.059 -1.11
H 0.206 -0.962 0.783 0.359 -0.353 -0.365 0.30
H -0.111 0.038 -0.662 0.275 -0.578 -0.357 0.29
H 1.609 -0.166 -0.111 -0.177 -0.281 -0.044 0.38
H 1.089 0.981 1.850 -0.655 0.359 0.946 0.28
H 0.692 1.970 0.492 -0.240 0.388 -0.096 0.41
H -0.653 1.929 3.325 0.371 0.634 0.403 0.35
C -2.264 2.014 -4.758 0.182 -1.460 -1.740 -0.52
O -3.500 2.268 -4.106 0.642 0.864 0.563 -0.52
H -1.430 2.715 -4.783 -0.614 0.816 1.242 0.21
H -1.833 1.049 -4.490 -0.011 -0.049 0.396 0.19
H -2.434 1.921 -5.830 -0.323 -0.136 -0.262 0.31
H -3.937 1.428 -3.949 0.134 -0.058 -0.158 0.32
C -5.506 -2.316 -0.394 0.059 0.218 0.661 -0.48
O -6.349 -1.590 0.496 -0.427 0.203 -0.067 -0.54
H -4.810 -2.852 0.251 0.405 -0.292 -0.506 0.25
H -6.081 -3.010 -1.007 0.147 0.044 -0.165 0.30
H -4.986 -1.575 -1.001 0.016 -0.266 -0.089 0.16
H -6.889 -2.253 0.935 -0.174 0.135 0.168 0.31
C 1.576 -5.418 2.174 0.546 1.613 2.200 -0.60
O 1.729 -6.580 1.485 -0.313 -1.632 -1.172 -0.48
H 0.680 -4.828 1.982 0.018 -0.218 -0.794 0.19
H 1.510 -5.605 3.246 -0.152 -0.122 0.331 0.30
H 2.486 -4.823 2.099 -0.079 0.627 -0.327 0.27
H 2.165 -7.193 2.083 -0.010 -0.246 -0.292 0.32
C -1.294 7.098 1.472 0.811 -0.501 -0.372 -0.42
O -2.703 7.209 1.143 0.422 -0.345 0.516 -0.48
H -0.863 7.886 2.089 -0.754 0.061 0.431 0.30
H -1.102 6.119 1.911 -0.362 0.156 0.299 0.16
H -0.634 7.109 0.604 -0.487 0.022 -0.557 0.20
H -2.828 8.094 0.793 -0.207 0.141 -0.121 0.30
C 1.448 5.470 -3.291 0.529 0.106 -1.087 -0.34
O 2.508 6.322 -3.771 -0.366 -0.283 0.965 -0.51
H 0.859 5.843 -2.453 0.076 0.511 0.012 0.13
H 0.827 5.338 -4.176 -0.539 -0.596 0.405 0.27
H 1.876 4.522 -2.966 0.109 0.024 -0.233 0.14
H 2.073 6.981 -4.318 0.238 0.168 -0.060 0.30
C -2.800 -4.360 -3.355 -0.282 0.395 -0.133 -0.49
O -2.549 -3.067 -3.889 0.002 0.220 -0.454 -0.48
H -3.815 -4.623 -3.654 -0.063 0.093 0.277 0.22
H -2.167 -5.146 -3.768 0.336 0.133 0.180 0.29
H -2.715 -4.255 -2.274 -0.055 -0.681 0.155 0.20
H -1.605 -2.897 -3.922 0.095 -0.128 -0.016 0.29
C -1.675 -4.730 7.870 -1.612 -0.654 -0.813 -0.52
O -1.014 -3.541 8.128 1.064 0.678 0.854 -0.46
H -1.558 -4.927 6.804 -0.200 -0.622 -0.122 0.22
H -1.451 -5.627 8.448 1.032 0.517 0.212 0.26
H -2.732 -4.586 8.092 -0.426 -0.082 -0.261 0.25
H -1.450 -2.888 7.577 0.137 0.157 0.128 0.30
C 2.324 -4.904 -3.372 -0.811 0.822 1.419 -0.53
O 1.550 -5.958 -2.765 0.329 0.133 -1.392 -0.47
H 1.969 -3.999 -2.878 0.201 0.535 0.279 0.19
H 3.399 -4.929 -3.194 0.001 -0.517 -0.187 0.32
H 2.079 -4.660 -4.406 -0.047 -1.118 -0.132 0.27
H 1.862 -6.165 -1.881 0.297 0.161 0.057 0.30
C 5.707 3.132 -2.668 0.303 -0.502 2.178 -0.62
O 5.531 3.696 -3.911 -0.759 -0.286 -0.985 -0.47
H 5.810 2.049 -2.593 1.107 -0.222 -1.322 0.28
H 6.521 3.650 -2.162 0.216 -0.385 0.268 0.31
H 4.883 3.081 -1.957 -0.939 1.334 -0.108 0.19
H 4.918 4.431 -3.845 0.003 0.118 -0.043 0.31
C 2.299 -0.182 -5.029 0.255 -0.966 0.334 -0.49
O 1.346 -1.021 -5.688 -0.279 0.465 0.136 -0.49
H 1.905 0.417 -4.209 -0.694 0.127 -0.150 0.17
H 2.922 -0.927 -4.535 0.609 0.367 -0.043 0.21
H 2.892 0.490 -5.649 -0.071 -0.311 -0.308 0.32
H 1.139 -0.747 -6.584 0.168 0.311 0.072 0.29
C 3.043 1.051 6.370 0.597 0.768 -0.799 -0.41
O 3.167 2.182 7.225 -0.167 -0.503 0.164 -0.51
H 1.975 0.903 6.210 0.186 -0.338 0.163 0.11
H 3.521 1.280 5.418 -0.289 0.275 -0.532 0.23
H 3.599 0.148 6.623 -0.433 -0.147 0.964 0.29
H 4.095 2.397 7.348 0.090 -0.065 0.019 0.30